DFT (ωB97M-V/def2-TZVPD) results for a structure of composition C30H86GaI3O15P in a non-equilibrium geometry.

Positions of all 136 atoms, in Å:
I 4.46 -4.09 2.03
I -1.48 -2.66 1.12
I -1.02 -2.53 -2.67
Ga 0.48 -0.01 -0.14
P 0.86 1.03 1.98
O -0.40 0.59 3.03
O -4.98 7.62 1.67
O 0.13 -5.99 0.43
O 9.38 -5.68 0.77
O -4.75 3.29 -3.96
O 0.86 2.72 1.88
O 2.19 0.64 2.61
O -0.56 2.16 -4.43
O 6.18 -5.57 4.57
O 8.16 -7.46 4.03
O 6.49 -0.54 -0.80
O 1.19 -4.87 -5.19
O -1.15 5.74 -0.60
O -7.75 6.27 -0.85
O -10.60 4.63 -0.29
C -0.54 -7.03 -0.27
C 3.34 -4.71 -4.07
C 5.92 0.61 -0.18
C -5.32 6.47 3.77
C -1.34 6.05 1.78
C -4.92 3.61 -1.57
C 8.82 -4.47 1.30
C -5.22 7.81 3.06
C 5.32 1.54 -1.22
C -1.41 -0.83 -0.05
C -9.96 2.31 -0.54
C -1.69 4.23 -4.96
C -10.94 3.40 -0.92
C -1.13 3.34 -3.87
C 1.98 -1.34 -0.53
C 6.07 -5.32 6.98
C -5.66 3.41 -2.87
C -8.32 7.46 -0.28
C 8.28 -3.57 0.21
C -1.90 -6.56 -0.75
C 3.50 -3.26 0.24
C 9.44 -8.44 2.21
C 1.84 -4.45 -3.99
C -8.88 8.34 -1.38
C 8.07 -8.09 2.74
C 5.30 -5.48 5.68
C -2.08 5.86 0.48
C -2.35 0.18 -2.29
C -2.10 -1.11 -1.42
C 2.55 -2.10 0.72
H 9.96 -9.11 2.90
H -1.91 3.04 -3.18
H 2.83 -0.74 -0.94
H 0.08 -7.31 -1.11
H 4.87 2.41 -0.75
H -4.40 5.89 3.63
H 6.75 -6.34 4.71
H -0.18 -0.24 3.46
H -7.05 6.54 -1.45
H 10.09 -5.45 0.17
H -6.31 4.27 -3.08
H -0.41 -5.74 1.18
H 0.50 1.11 -1.27
H 1.71 -2.58 1.24
H -0.59 4.98 -0.42
H -6.29 2.51 -2.83
H 7.55 -7.41 2.06
H -0.68 5.20 1.98
H -6.13 5.87 3.35
H 7.46 -8.98 2.86
H 7.17 -0.24 -1.41
H -4.39 8.39 3.46
H -2.06 -0.10 0.48
H 1.30 3.08 2.66
H 8.69 -6.67 3.92
H -2.72 6.72 0.27
H -6.14 8.38 3.19
H 5.16 0.26 0.51
H 1.65 -3.39 -3.86
H 9.07 -3.27 -0.49
H 4.34 -2.85 -0.35
H -2.13 5.13 -4.55
H 0.14 2.43 -5.03
H 9.60 -3.96 1.87
H 4.65 -4.61 5.52
H -9.32 9.25 -0.96
H 3.16 -1.47 1.38
H 1.40 -4.99 -3.14
H -3.13 0.84 -1.88
H -0.35 3.87 -3.30
H -2.42 -7.35 -1.29
H 1.67 -2.02 -1.34
H -2.75 -0.19 -3.26
H 10.06 -7.54 2.12
H 6.73 -6.18 7.14
H -4.19 2.52 -3.77
H 6.08 1.87 -1.93
H 6.69 -4.43 6.95
H -3.09 -1.55 -1.20
H -0.64 -7.89 0.40
H -5.62 3.72 -0.73
H -5.71 7.12 1.31
H 2.97 -4.04 -0.32
H -2.45 3.69 -5.53
H -0.91 4.51 -5.67
H -0.71 6.94 1.74
H -2.04 6.15 2.62
H 9.38 -8.92 1.24
H -9.11 7.16 0.41
H -2.52 -6.25 0.10
H -11.95 3.13 -0.61
H -9.95 2.17 0.55
H 8.02 -4.76 1.98
H -9.64 7.81 -1.95
H 1.36 -5.81 -5.29
H -8.09 8.63 -2.08
H -7.55 7.98 0.29
H 3.54 -5.78 -4.22
H -5.49 6.60 4.84
H 7.85 -2.67 0.65
H -8.94 2.58 -0.83
H -1.80 -5.69 -1.40
H -2.70 4.96 0.51
H 6.70 1.12 0.39
H 4.67 -6.38 5.71
H 3.77 -4.18 -4.92
H 4.55 1.02 -1.79
H -10.21 1.36 -1.01
H 3.84 -4.39 -3.16
H -1.41 0.71 -2.52
H -4.29 4.50 -1.62
H -9.71 4.87 -0.57
H -4.26 2.76 -1.37
H 7.51 -4.08 -0.36
H -10.94 3.55 -2.01
H 5.39 -5.25 7.83

Summary:
LUMO level: 1.9 eV
Energy: -149185.538 eV
Net charge: -1
2S+1: 1


DFT (ωB97M-V/def2-TZVPD) results for a structure of composition C16H20F9N4O2PtS.

Positions of all 53 atoms, in Å:
Pt 1.26 -0.15 0.11
S 5.41 1.49 -0.18
F -1.44 1.13 -2.21
F 2.11 3.20 -2.71
F 1.07 2.66 -4.52
F -0.55 -0.75 -2.80
F 3.19 0.86 -3.28
F -0.86 0.81 -4.27
F 2.11 -0.92 -2.72
F 1.72 0.01 -4.63
F -0.04 3.32 -2.79
O 1.35 -0.99 2.02
O 1.12 1.25 -1.31
N -3.13 -0.49 0.02
N 2.33 -1.45 3.99
N -0.68 -0.55 0.18
N 3.24 0.23 -0.05
C 0.90 1.14 -2.65
C 2.36 -0.98 2.76
C -4.95 1.07 0.53
C 3.54 -1.39 4.82
C 1.99 0.26 -3.35
C -0.51 0.58 -3.00
C 1.08 -2.01 4.49
C -4.78 -0.02 -1.73
C -5.73 0.47 -0.64
C -3.81 -1.04 -1.17
C 3.73 1.44 -0.12
C 1.01 2.61 -3.19
C 5.48 -0.22 -0.09
C -1.83 -0.50 0.11
C -3.97 0.06 1.10
C 4.23 -0.73 -0.03
H -4.40 1.95 0.19
H 3.87 -0.37 4.95
H 0.29 -1.26 4.49
H 0.76 -2.84 3.87
H -4.50 -0.78 1.56
H -4.34 -1.94 -0.85
H 3.32 -0.56 2.43
H -6.43 1.20 -1.04
H 6.41 -0.76 -0.12
H -4.21 0.83 -2.12
H -3.05 -1.33 -1.89
H -5.62 1.39 1.33
H -6.34 -0.37 -0.28
H -5.32 -0.46 -2.56
H 3.30 -1.80 5.79
H 1.24 -2.36 5.51
H 3.95 -1.77 0.00
H -3.31 0.50 1.85
H 4.34 -1.99 4.38
H 3.10 2.32 -0.18

Summary:
LUMO level: -2.4 eV
Energy: -65507.078 eV
Net charge: +1
Energy relative to the best compared isomer or geometry (same formula, charge and spin): 21.97 kJ/mol
2S+1: 1


DFT (ωB97M-V/def2-TZVPD) results for the molecule C2H4N4OS in a non-equilibrium geometry.

Positions of all 12 atoms, in Å:
S 2.95 -0.05 -0.25
O -2.56 0.04 -0.25
N -0.79 -1.18 0.07
N -0.45 1.20 -0.43
N 0.64 0.97 0.58
N 0.63 -1.24 0.11
C 1.39 -0.04 0.17
C -1.31 -0.03 -0.13
H -1.41 -1.78 0.67
H 0.88 -1.82 -0.94
H -0.99 2.08 -0.19
H 1.04 1.85 0.59

Summary:
LUMO level: -0.1 eV
Energy: -20978.705 eV
Net charge: 0
SMILES string: O=C1NNC(=S)NN1
Energy relative to the best compared isomer or geometry (same formula, charge and spin): 222.89 kJ/mol
2S+1: 1


DFT (ωB97M-V/def2-TZVPD) results for a structure of composition C10H18N2O5 in a non-equilibrium geometry.

Positions of all 35 atoms, in Å:
O -1.76 1.43 -0.93
O 2.00 -1.96 1.17
O -0.05 -2.60 -0.37
O 2.79 -0.03 1.72
O -3.57 2.61 0.41
N -2.55 -2.27 -0.94
N 0.63 -0.37 -0.70
C -1.80 -0.97 -0.57
C -3.23 0.41 0.99
C 4.02 1.33 -0.77
C 2.42 1.20 -0.73
C -2.10 -0.62 1.00
C 2.45 -0.76 0.81
C 2.11 -0.29 -0.57
C 1.88 2.27 0.15
C -2.78 1.50 0.00
C -0.28 -1.33 -0.64
H 2.80 2.71 1.10
H -2.32 -3.10 -0.36
H 2.34 -0.90 -1.62
H 4.50 1.84 0.20
H 4.15 2.14 -1.69
H -1.14 -0.28 1.57
H -2.37 -0.33 -1.36
H 0.83 2.08 0.55
H 0.31 0.61 -0.84
H 1.70 3.29 -0.73
H -2.27 -1.56 1.49
H -4.01 -0.13 0.56
H 2.10 1.56 -1.70
H -2.33 -2.77 -1.93
H 1.15 -2.23 0.70
H -3.71 0.74 1.96
H 4.80 0.47 -1.15
H -4.55 2.25 0.58

Summary:
LUMO level: -0.2 eV
Energy: -23872.756 eV
Net charge: 0
Energy relative to the best compared isomer or geometry (same formula, charge and spin): 871.72 kJ/mol
2S+1: 1


DFT (ωB97M-V/def2-TZVPD) results for a structure of composition C5H8O2.

Positions of all 15 atoms, in Å:
O 1.32 0.89 -1.49
O -0.25 0.66 1.47
C -0.69 0.69 0.09
C 0.71 0.34 -0.39
C -1.84 -0.26 -0.16
C 1.08 0.37 1.06
C 1.16 -0.92 0.30
H 0.48 -1.75 0.52
H -1.59 -1.26 0.21
H -2.74 0.07 0.35
H 1.91 0.73 1.65
H 2.18 -1.20 0.05
H 1.27 0.25 -2.21
H -2.06 -0.33 -1.23
H -0.95 1.72 -0.20

Summary:
LUMO level: 0.8 eV
Energy: -9407.326 eV
Net charge: 0
Energy relative to the best compared isomer or geometry (same formula, charge and spin): 241.81 kJ/mol
2S+1: 1


Number 1: Kohn-Sham gap 7.6 eV. Number 2: Kohn-Sham gap 9.6 eV. Number 3: Kohn-Sham gap 9.0 eV. Number 4: Kohn-Sham gap 9.2 eV. Number 5: Kohn-Sham gap 10.0 eV.